{"formula": "C4H15NO3", "method": "wB97M-V/def2-TZVPD", "species": ["C", "C", "C", "N", "C", "H", "H", "H", "H", "H", "H", "H", "H", "H", "O", "H", "H", "O", "H", "H", "O", "H", "H"], "positions_angstrom": [[-0.620, 0.630, 0.685], [-1.601, -0.132, -0.207], [-1.014, 0.014, -1.625], [0.364, 0.507, -1.432], [0.715, 0.391, -0.007], [-0.605, 0.297, 1.719], [-0.865, 1.694, 0.680], [-2.617, 0.256, -0.142], [-1.672, -1.182, 0.087], [-1.067, -0.933, -2.167], [-1.575, 0.748, -2.206], [1.004, 0.031, -2.039], [1.494, 1.106, 0.250], [1.116, -0.598, 0.242], [0.074, -3.102, 1.335], [0.462, -3.974, 1.243], [-0.105, -2.775, 0.423], [1.539, -1.013, 2.898], [1.007, -1.773, 2.581], [1.801, -1.274, 3.765], [0.136, 3.236, -2.223], [0.244, 2.311, -1.911], [-0.065, 3.788, -1.463]], "forces_ev_per_angstrom": [[0.13, -0.02, 0.06], [-0.16, 0.02, -0.04], [-0.26, 0.08, 0.19], [-0.27, 0.07, 0.07], [0.10, -0.11, -0.19], [-0.03, -0.06, 0.02], [0.07, 0.02, -0.05], [0.02, 0.06, -0.03], [0.14, -0.02, 0.03], [0.14, -0.03, -0.04], [-0.03, 0.01, -0.04], [0.33, -0.10, -0.12], [-0.08, 0.12, 0.06], [-0.10, -0.05, 0.08], [-0.30, 0.57, -0.79], [0.05, -0.11, -0.14], [0.26, -0.44, 1.00], [-0.69, -0.36, -1.04], [0.30, 0.49, -0.05], [0.37, -0.15, 1.02], [-0.04, 0.09, -0.20], [0.04, 0.11, 0.15], [0.03, -0.17, 0.04]], "mulliken_charge": [-0.41, -0.57, -0.45, -0.39, -0.52, 0.34, 0.27, 0.32, 0.19, 0.27, 0.27, 0.20, 0.28, 0.26, -0.64, 0.31, 0.30, -0.62, 0.35, 0.30, -0.73, 0.38, 0.30], "homo_ev": -9.1, "orbital_gap_ev": 9.4, "de_lowest_kj_mol": 24.6, "smiles": "C1CCNC1.O.O.O"}

***

{"formula": "C15H41O11PS6", "method": "wB97M-V/def2-TZVPD", "species": ["O", "C", "C", "O", "C", "O", "O", "P", "O", "H", "H", "H", "H", "H", "C", "S", "O", "C", "H", "H", "H", "H", "H", "H", "C", "S", "O", "C", "H", "H", "H", "H", "H", "H", "C", "S", "O", "C", "H", "H", "H", "H", "H", "H", "C", "S", "O", "C", "H", "H", "H", "H", "H", "H", "C", "S", "O", "C", "H", "H", "H", "H", "H", "H", "C", "S", "O", "C", "H", "H", "H", "H", "H", "H"], "positions_angstrom": [[7.184, -3.167, 0.768], [6.596, -2.240, 1.248], [5.241, -1.797, 0.742], [4.997, -0.461, 1.195], [4.086, -0.200, 2.136], [4.252, 0.571, 3.021], [2.867, -0.817, 1.898], [2.186, -1.785, 3.000], [1.058, -1.225, 3.750], [7.009, -1.651, 2.092], [4.470, -2.500, 1.062], [5.229, -1.802, -0.345], [1.860, -2.907, 2.234], [3.271, -2.182, 3.800], [3.158, -5.621, -0.598], [2.576, -4.188, -1.500], [3.020, -2.984, -0.728], [0.836, -4.400, -1.142], [4.245, -5.649, -0.647], [2.835, -5.547, 0.441], [2.757, -6.523, -1.059], [0.699, -4.403, -0.060], [0.481, -5.329, -1.581], [0.296, -3.570, -1.585], [0.094, 1.567, 2.237], [-1.672, 1.865, 2.175], [-2.252, 0.856, 1.245], [-1.586, 3.409, 1.263], [0.260, 0.617, 2.744], [0.482, 1.526, 1.218], [0.577, 2.367, 2.799], [-1.078, 3.243, 0.314], [-1.055, 4.153, 1.858], [-2.602, 3.750, 1.081], [-5.918, 6.250, 0.084], [-4.684, 5.064, -0.444], [-3.402, 5.811, -0.574], [-5.325, 4.835, -2.105], [-5.669, 6.562, 1.095], [-5.904, 7.115, -0.577], [-6.904, 5.786, 0.084], [-5.350, 5.798, -2.615], [-6.323, 4.400, -2.049], [-4.654, 4.153, -2.625], [7.206, -6.721, -2.853], [6.832, -7.916, -1.565], [5.904, -7.239, -0.621], [8.453, -7.882, -0.794], [6.294, -6.560, -3.425], [7.526, -5.786, -2.393], [7.983, -7.120, -3.505], [8.681, -6.862, -0.483], [9.198, -8.251, -1.499], [8.414, -8.535, 0.075], [-4.767, 9.611, 2.036], [-6.529, 9.962, 2.032], [-7.163, 8.950, 1.146], [-6.420, 11.480, 1.078], [-4.622, 8.664, 2.552], [-4.410, 9.531, 1.009], [-4.241, 10.402, 2.569], [-5.947, 11.269, 0.120], [-5.849, 12.220, 1.639], [-7.435, 11.840, 0.922], [-3.726, -3.028, -3.309], [-2.809, -3.730, -1.934], [-1.791, -4.638, -2.531], [-4.137, -4.780, -1.335], [-3.050, -2.366, -3.847], [-4.062, -3.832, -3.963], [-4.572, -2.458, -2.926], [-4.444, -5.459, -2.131], [-4.971, -4.159, -1.010], [-3.750, -5.346, -0.491]], "forces_ev_per_angstrom": [[0.11, -0.15, -0.04], [-0.11, 0.14, 0.03], [-0.03, -0.02, -0.13], [-0.08, 0.08, 0.36], [-0.24, 0.13, -0.37], [0.01, -0.01, 0.15], [0.73, -0.45, -0.08], [-0.60, 0.17, 0.46], [0.14, -0.08, -0.07], [-0.02, -0.01, -0.01], [-0.02, 0.08, -0.04], [-0.06, 0.00, 0.03], [0.14, 0.06, -0.19], [0.15, 0.06, -0.13], [0.03, 0.02, 0.06], [-0.08, -0.04, -0.01], [0.01, -0.04, 0.11], [0.12, -0.01, 0.11], [-0.01, -0.02, -0.03], [-0.04, 0.02, -0.02], [0.01, 0.00, -0.01], [0.03, 0.01, 0.00], [-0.04, 0.03, -0.05], [0.02, 0.00, -0.05], [0.10, -0.02, -0.01], [-0.03, -0.01, 0.01], [0.00, 0.00, -0.03], [0.03, 0.05, 0.00], [-0.07, 0.06, -0.01], [-0.03, -0.01, -0.01], [-0.02, 0.00, 0.01], [-0.01, -0.03, 0.00], [-0.01, 0.00, 0.00], [0.00, -0.01, 0.00], [-0.05, 0.01, -0.03], [-0.03, -0.03, 0.05], [0.02, 0.03, -0.01], [-0.02, 0.00, -0.06], [0.00, -0.01, 0.00], [0.01, 0.01, 0.02], [0.00, -0.01, 0.01], [0.01, 0.01, 0.02], [0.00, -0.01, 0.00], [0.01, 0.00, 0.02], [0.04, 0.04, -0.05], [0.05, 0.01, -0.01], [-0.07, -0.01, 0.02], [0.07, 0.01, 0.01], [-0.01, -0.02, 0.01], [-0.02, -0.01, 0.03], [-0.01, 0.00, -0.01], [-0.04, 0.01, 0.00], [0.00, -0.01, 0.01], [-0.02, -0.01, -0.01], [0.05, 0.02, -0.01], [0.01, 0.00, 0.02], [-0.01, -0.03, -0.03], [0.02, 0.06, -0.02], [-0.01, 0.00, 0.01], [-0.02, -0.01, 0.00], [0.00, -0.01, 0.01], [-0.01, -0.03, 0.01], [-0.01, 0.00, 0.00], [-0.01, -0.02, 0.01], [-0.06, 0.05, -0.02], [-0.04, 0.02, -0.01], [-0.06, -0.08, -0.07], [-0.07, -0.01, 0.03], [0.01, 0.00, 0.01], [0.02, -0.02, 0.01], [0.01, 0.02, 0.00], [0.03, 0.01, -0.01], [0.01, 0.00, 0.02], [0.02, 0.01, 0.00]], "mulliken_charge": [-0.45, -0.13, 0.25, -0.32, 0.56, -0.47, -0.05, 0.58, -0.62, 0.34, 0.03, 0.25, -0.03, 0.07, -0.81, 0.38, -0.56, -0.94, 0.21, 0.32, 0.39, 0.28, 0.40, 0.30, -0.71, 0.46, -0.62, -0.57, 0.09, 0.31, 0.41, 0.31, 0.37, -0.05, -0.90, 0.54, -0.61, -0.99, 0.20, 0.33, 0.44, 0.31, 0.36, 0.33, -0.89, 0.46, -0.57, -0.91, 0.30, 0.26, 0.38, 0.27, 0.38, 0.31, -0.92, 0.47, -0.58, -0.92, 0.30, 0.29, 0.40, 0.30, 0.36, 0.31, -0.99, 0.62, -0.62, -0.97, 0.31, 0.32, 0.37, 0.31, 0.36, 0.31], "homo_ev": -8.2, "orbital_gap_ev": 8.8, "de_lowest_kj_mol": 0.0}

***

{"formula": "C30H42N2O5", "method": "wB97M-V/def2-TZVPD", "species": ["O", "C", "O", "C", "O", "C", "O", "C", "O", "C", "C", "C", "C", "C", "C", "C", "C", "C", "C", "C", "C", "C", "C", "H", "H", "H", "H", "H", "H", "H", "H", "H", "H", "H", "H", "C", "C", "N", "C", "C", "C", "C", "H", "H", "H", "H", "H", "H", "H", "H", "H", "H", "H", "H", "H", "H", "H", "C", "C", "N", "C", "C", "C", "C", "H", "H", "H", "H", "H", "H", "H", "H", "H", "H", "H", "H", "H", "H", "H"], "positions_angstrom": [[-4.157, -0.303, -2.792], [-3.207, 0.207, -3.291], [-3.167, 1.606, -3.400], [-1.907, 1.966, -3.805], [-1.494, 3.079, -3.767], [-1.212, 0.702, -4.182], [0.008, 0.668, -4.750], [0.941, 1.590, -4.197], [1.444, 2.418, -4.878], [1.186, 1.341, -2.751], [1.172, 2.413, -1.865], [1.397, 2.175, -0.517], [1.637, 0.885, -0.067], [1.646, -0.186, -0.951], [1.419, 0.044, -2.301], [-1.965, -0.355, -3.868], [-1.612, -1.792, -4.074], [-2.296, -2.753, -3.135], [-2.307, -2.520, -1.764], [-2.959, -3.377, -0.891], [-3.615, -4.498, -1.386], [-3.584, -4.757, -2.752], [-2.929, -3.893, -3.620], [0.969, 3.412, -2.227], [1.390, 2.991, 0.192], [1.826, 0.707, 0.985], [1.830, -1.201, -0.624], [1.410, -0.776, -3.007], [-0.528, -1.898, -3.981], [-1.857, -2.048, -5.108], [-1.799, -1.643, -1.377], [-2.968, -3.160, 0.168], [-4.141, -5.154, -0.707], [-4.091, -5.628, -3.145], [-2.925, -4.117, -4.680], [3.938, -2.697, 1.187], [4.804, -1.515, 1.598], [4.546, -1.069, 2.954], [5.119, 0.231, 3.255], [6.644, 0.375, 3.229], [4.684, -2.084, 3.985], [6.027, -2.817, 4.098], [2.883, -2.478, 1.366], [4.071, -2.896, 0.122], [4.196, -3.611, 1.721], [4.584, -0.676, 0.931], [5.861, -1.775, 1.426], [4.747, 0.548, 4.233], [4.697, 0.943, 2.537], [7.117, -0.108, 4.083], [6.911, 1.433, 3.270], [7.078, -0.036, 2.316], [3.903, -2.832, 3.827], [4.441, -1.621, 4.944], [6.383, -3.169, 3.129], [5.910, -3.693, 4.739], [6.803, -2.195, 4.541], [-2.866, 0.285, 0.399], [-3.224, 1.262, 1.506], [-2.799, 2.617, 1.209], [-2.858, 3.507, 2.354], [-4.230, 3.806, 2.969], [-3.274, 3.160, -0.054], [-4.785, 3.193, -0.304], [-1.802, 0.356, 0.156], [-3.075, -0.737, 0.719], [-3.440, 0.458, -0.509], [-2.723, 0.953, 2.428], [-4.306, 1.185, 1.704], [-2.380, 4.450, 2.076], [-2.222, 3.075, 3.133], [-4.828, 4.461, 2.337], [-4.099, 4.313, 3.927], [-4.799, 2.895, 3.157], [-2.815, 2.585, -0.862], [-2.865, 4.168, -0.160], [-5.259, 2.239, -0.069], [-4.971, 3.395, -1.361], [-5.284, 3.974, 0.269]], "forces_ev_per_angstrom": [[0.15, -0.18, -0.18], [-0.71, 0.10, -0.16], [0.40, 0.08, 0.20], [-0.26, -0.02, 0.25], [0.02, -0.03, -0.20], [0.30, -0.51, 0.10], [-0.04, 0.36, -0.08], [0.09, 0.38, 0.07], [-0.04, -0.33, -0.02], [-0.06, 0.02, -0.02], [0.10, -0.05, 0.08], [0.02, -0.05, -0.02], [0.07, -0.18, 0.12], [0.01, 0.09, -0.33], [-0.21, 0.08, 0.12], [0.22, 0.27, -0.07], [-0.17, -0.09, 0.07], [-0.16, -0.24, 0.07], [0.17, 0.07, 0.02], [-0.01, -0.03, -0.20], [0.13, 0.12, -0.10], [-0.07, -0.01, 0.16], [-0.04, 0.01, 0.14], [0.02, -0.01, -0.06], [-0.05, 0.05, -0.04], [-0.03, 0.01, 0.03], [0.03, 0.04, 0.18], [0.04, -0.04, 0.00], [0.04, 0.10, -0.06], [0.01, -0.07, 0.00], [-0.04, 0.02, 0.05], [0.01, -0.01, 0.03], [-0.02, -0.06, -0.05], [0.01, -0.02, -0.01], [0.01, 0.09, -0.03], [-0.02, 0.02, -0.09], [0.02, -0.09, -0.04], [-0.03, 0.09, 0.02], [-0.01, 0.16, -0.01], [0.00, 0.04, 0.06], [-0.05, -0.17, 0.07], [-0.01, 0.00, 0.08], [0.00, -0.02, 0.04], [0.00, -0.01, 0.00], [0.00, 0.01, 0.03], [0.02, 0.04, 0.04], [0.00, 0.01, -0.02], [0.00, -0.07, 0.02], [0.00, -0.05, -0.05], [0.01, -0.05, -0.03], [-0.01, 0.00, -0.01], [-0.01, -0.01, 0.00], [0.00, 0.01, -0.06], [0.03, 0.08, -0.02], [-0.01, 0.01, -0.01], [-0.01, 0.00, 0.00], [0.02, 0.02, -0.07], [0.11, -0.09, -0.01], [-0.06, -0.03, -0.08], [0.05, 0.04, 0.06], [0.05, 0.05, 0.13], [0.02, 0.08, 0.02], [0.01, -0.02, -0.19], [0.00, 0.08, -0.03], [0.00, 0.04, 0.01], [-0.02, 0.01, 0.02], [-0.05, 0.02, 0.02], [0.01, 0.06, 0.02], [0.00, 0.00, 0.01], [-0.02, 0.00, -0.07], [-0.02, -0.06, -0.02], [-0.02, -0.05, -0.03], [0.01, -0.01, 0.00], [0.00, -0.01, -0.01], [0.01, -0.04, 0.03], [0.00, 0.02, 0.08], [0.01, -0.01, 0.00], [0.01, -0.01, 0.00], [-0.02, -0.05, 0.05]], "mulliken_charge": [-0.54, 0.31, -0.26, 0.47, -0.55, 0.76, -0.57, -0.05, -0.49, 0.64, -0.38, -0.74, -0.48, -0.75, 0.00, 0.19, -0.69, 0.32, 0.41, -0.77, -0.57, -0.63, -0.53, 0.46, 0.44, 0.61, 0.43, 0.43, 0.25, 0.43, 0.38, 0.38, 0.39, 0.37, 0.37, -1.55, -0.45, 0.17, -0.62, -1.02, -0.71, -0.96, 0.29, 0.43, 0.38, 0.58, 0.25, 0.41, 0.26, 0.22, 0.43, 0.27, 0.37, 0.37, 0.26, 0.38, 0.26, -0.55, -0.83, 0.25, -0.72, -1.02, -0.52, -1.18, 0.17, 0.20, 0.08, 0.50, 0.30, 0.37, 0.44, 0.22, 0.41, 0.28, 0.04, 0.48, 0.25, 0.41, 0.33], "homo_ev": -8.0, "orbital_gap_ev": 7.2, "smiles": "O=C1OC(=O)C(OC(=O)c2ccccc2)=C1Cc1ccccc1.CCN(CC)CC.CCN(CC)CC"}

***

{"formula": "CH4NO3S", "method": "wB97M-V/def2-TZVPD", "species": ["C", "N", "O", "O", "O", "S", "H", "H", "H", "H"], "positions_angstrom": [[0.092, 0.999, -0.819], [-0.625, 1.358, 1.450], [1.175, -2.550, 0.777], [-0.171, -2.075, -1.212], [0.116, 0.502, 0.509], [-0.069, -2.057, 0.246], [0.310, 2.094, -0.702], [-0.900, 0.635, -1.312], [0.890, 0.470, -1.176], [-0.818, 0.625, 2.240]], "forces_ev_per_angstrom": [[-2.85, 0.49, 2.40], [-0.92, -1.37, 1.26], [0.22, 0.05, 0.16], [0.00, -0.03, 0.90], [0.53, -0.84, 0.25], [-0.40, 0.65, -0.99], [-0.64, -0.75, -0.78], [1.49, 1.31, 0.39], [2.08, -0.99, -2.00], [0.49, 1.48, -1.58]], "mulliken_charge": [-0.51, -0.65, -0.45, -0.47, -0.39, 0.72, 0.25, 0.21, 0.25, 0.04], "homo_ev": [-1.6, -1.6], "orbital_gap_ev": [5.0, 5.0], "de_lowest_kj_mol": 411.6, "total_charge": -1}

***

{"formula": "H18O9", "method": "wB97M-V/def2-TZVPD", "species": ["O", "H", "H", "O", "H", "H", "O", "H", "H", "O", "H", "H", "O", "H", "H", "O", "H", "H", "O", "H", "H", "O", "H", "H", "O", "H", "H"], "positions_angstrom": [[0.329, 0.491, -0.568], [-0.264, -0.269, -0.585], [1.210, 0.101, -0.574], [-1.682, 4.513, -1.386], [-2.547, 4.913, -1.530], [-1.403, 4.236, -2.266], [2.584, 1.793, 1.748], [1.821, 1.582, 1.198], [2.246, 2.439, 2.379], [4.669, -0.707, 1.862], [5.304, -0.908, 1.165], [5.004, 0.107, 2.256], [3.792, -0.120, -1.497], [3.091, 0.542, -1.506], [4.468, 0.262, -0.926], [-2.834, -3.847, -0.509], [-3.175, -4.539, -1.087], [-1.966, -4.170, -0.243], [1.776, -2.288, -1.582], [1.066, -1.892, -2.099], [1.342, -2.994, -1.090], [-4.385, -0.509, 2.244], [-4.938, 0.140, 2.695], [-3.566, -0.035, 2.065], [-4.081, 0.530, -0.290], [-4.829, 1.002, -0.672], [-4.194, 0.640, 0.660]], "forces_ev_per_angstrom": [[0.16, 0.06, 0.00], [-0.04, 0.12, 0.07], [0.01, -0.31, 0.04], [-0.12, 0.09, -0.16], [0.09, -0.03, 0.06], [0.03, -0.04, 0.12], [-0.04, 0.16, 0.06], [-0.08, -0.06, 0.01], [0.04, -0.05, -0.09], [0.28, 0.05, -0.10], [-0.09, -0.13, 0.08], [-0.20, 0.00, 0.00], [0.05, 0.21, 0.00], [0.17, 0.01, -0.08], [-0.15, 0.01, 0.02], [0.17, -0.15, -0.08], [-0.03, 0.09, 0.04], [-0.11, 0.03, 0.04], [-0.33, -0.03, 0.09], [0.08, -0.05, -0.12], [0.09, 0.01, -0.02], [-0.04, 0.33, 0.20], [-0.02, -0.13, 0.17], [0.26, -0.33, 0.37], [-0.01, 0.43, -0.28], [0.14, -0.07, -0.05], [-0.31, -0.24, -0.41]], "mulliken_charge": [-0.65, 0.30, 0.36, -0.63, 0.31, 0.32, -0.60, 0.30, 0.30, -0.61, 0.29, 0.31, -0.59, 0.29, 0.31, -0.62, 0.31, 0.31, -0.61, 0.30, 0.30, -0.67, 0.33, 0.36, -0.58, 0.28, 0.27], "homo_ev": -11.0, "orbital_gap_ev": 11.3, "de_lowest_kj_mol": 329.9, "smiles": "O.O.O.O.O.O.O.O.O"}